A.
ORCA calculation (the ωB97M-V functional and the def2-TZVPD basis) on a cluster of 2 separate species, C5H11NO in total.

Summary:
HOMO energy: -9.15 eV
Net charge: 0
SMILES: C=CCNC=C.O

CARTESIAN COORDINATES (ANGSTROEM)
C1 2.15727 -1.37959 0.63222
C2 1.13867 -0.92207 1.32945
N1 -0.07853 -0.50234 0.71309
C3 -0.32875 0.95950 0.73857
C4 0.02837 2.87207 -0.81259
C5 -0.36099 1.61855 -0.59699
H1 2.02119 -1.36530 -0.44014
H2 2.96854 -1.98157 1.00227
H3 1.09307 -0.85718 2.41798
H4 -0.89027 -0.90188 1.15651
H5 -1.25501 1.10077 1.29944
H6 0.39367 1.44918 1.40313
H7 0.06159 3.26118 -1.81455
H8 0.29212 3.50735 0.02086
H9 -0.69859 1.04601 -1.45108
H10 -2.48939 -3.25127 -1.55221
H11 -2.17484 -1.87749 -1.91321
O1 -1.87811 -2.77592 -2.13276


B.
ORCA calculation (the ωB97M-V functional and the def2-TZVPD basis) on a cluster of 2 separate species, C5H11NO in total.

Summary:
HOMO energy: -9.27 eV
Net charge: 0
SMILES: C=NC(=C)CC.O

CARTESIAN COORDINATES (ANGSTROEM)
C1 0.72636 -1.35753 -0.89366
C2 0.70660 0.13746 -1.17868
C3 -0.04423 0.96057 -0.14014
C4 0.59862 1.92197 0.50648
C5 -2.11160 -0.00872 -0.53705
N1 -1.34368 0.58981 0.26638
H1 1.01435 -1.91926 -1.79082
H2 -0.19743 -1.84913 -0.59907
H3 1.50826 -1.61071 -0.17394
H4 1.72567 0.49988 -1.23881
H5 0.23360 0.34623 -2.14006
H6 1.67116 1.96742 0.35970
H7 0.19937 2.56095 1.27597
H8 -3.14304 -0.18013 -0.24549
H9 -1.96729 -0.08419 -1.61324
H10 -0.29644 -0.29673 2.17410
H11 0.78298 -1.05564 2.91573
O1 -0.06327 -0.62225 3.05263


Which structure is the least stable? The one labeled A.


A.
ORCA calculation (the ωB97M-V functional and the def2-TZVPD basis) on the molecule C5H11NO.

Summary:
HOMO energy: -9.45 eV
Net charge: 0
SMILES: C[C@H]1CN1CCO

CARTESIAN COORDINATES (ANGSTROEM)
C1 2.02459 0.35494 -1.28762
C2 1.16367 -0.51760 -0.40393
C3 1.21944 -0.41528 1.07316
N1 0.07769 0.10721 0.34495
C4 -1.20819 -0.57515 0.52572
C5 -2.37239 0.41314 0.25576
O1 -1.97993 1.48830 -0.55228
H1 1.56939 0.51101 -2.27148
H2 3.00685 -0.10964 -1.43965
H3 2.18136 1.33397 -0.82282
H4 0.96787 -1.51941 -0.79525
H5 1.85529 0.32765 1.55228
H6 1.07040 -1.32958 1.64734
H7 -1.27097 -1.49214 -0.07889
H8 -1.30900 -0.86051 1.57675
H9 -3.21285 -0.09537 -0.23245
H10 -2.74134 0.75970 1.23631
H11 -1.04187 1.61875 -0.32791


B.
ORCA calculation (the ωB97M-V functional and the def2-TZVPD basis) on the molecule C5H11NO.

Summary:
HOMO energy: -6.80 eV
Net charge: 0

CARTESIAN COORDINATES (ANGSTROEM)
C1 -1.84934 -0.91803 -0.44529
C2 -1.53155 0.24654 0.48245
N1 -0.07306 0.49304 0.61759
C3 0.44430 0.46245 1.84387
C4 0.59674 0.73481 -0.51714
C5 2.02395 0.35624 -0.70051
O1 2.14856 -0.64430 -1.71244
H1 -2.93419 -1.02390 -0.54530
H2 -1.44704 -1.85636 -0.04897
H3 -1.43155 -0.76051 -1.44270
H4 -1.97735 1.17459 0.11248
H5 -1.92144 0.06926 1.48704
H6 1.43138 0.87007 2.00339
H7 -0.10654 -0.01297 2.64179
H8 0.00013 0.96112 -1.39248
H9 2.66419 1.17519 -1.04302
H10 2.43428 -0.00266 0.25800
H11 1.52643 -1.34104 -1.46624


C.
ORCA calculation (the ωB97M-V functional and the def2-TZVPD basis) on the molecule C5H11NO.

Summary:
HOMO energy: -9.63 eV
Net charge: 0
SMILES: CC[C@@H](C)NC=O

CARTESIAN COORDINATES (ANGSTROEM)
C1 -0.98665 2.12552 -0.46446
N1 -0.36959 1.09423 0.18949
C2 -0.19014 -1.16911 1.71925
C3 0.78903 -1.03881 0.56336
C4 0.60953 0.14878 -0.40257
C5 0.08062 -0.34913 -1.74605
O1 -1.28467 2.20053 -1.63229
H1 -1.22243 2.93857 0.23845
H2 -0.12418 1.40619 1.11813
H3 -1.23420 -0.96455 1.48526
H4 -0.14894 -2.19705 2.09168
H5 0.09396 -0.51117 2.54013
H6 1.77532 -0.97711 1.03423
H7 0.79454 -1.97058 0.00652
H8 1.52801 0.72728 -0.53480
H9 0.11980 0.42168 -2.49473
H10 -0.94201 -0.71439 -1.62402
H11 0.71201 -1.17089 -2.08758


D.
ORCA calculation (the ωB97M-V functional and the def2-TZVPD basis) on the molecule C5H11NO.

Summary:
HOMO energy: -9.16 eV
Net charge: 0
SMILES: CCN(C)C(C)=O

CARTESIAN COORDINATES (ANGSTROEM)
C1 -2.11259 0.40962 -0.92147
C2 -1.44420 -0.39455 0.20843
N1 -0.00458 -0.14696 0.36688
C3 0.51772 0.25370 1.66070
C4 0.78878 -0.37027 -0.72378
O1 0.31024 -0.75467 -1.78250
C5 2.28567 -0.11875 -0.60703
H1 -3.10054 0.77335 -0.62039
H2 -2.22426 -0.19370 -1.82356
H3 -1.50069 1.27361 -1.19037
H4 -1.60440 -1.46562 0.03128
H5 -1.91477 -0.15563 1.16797
H6 0.20705 -0.43592 2.45568
H7 1.60745 0.24366 1.63680
H8 0.20249 1.26782 1.93827
H9 2.70868 -0.34022 -1.58655
H10 2.76334 -0.76612 0.13640
H11 2.51461 0.92067 -0.34676


Which structure is the least stable? The one labeled B.


A.
ORCA calculation (the ωB97M-V functional and the def2-TZVPD basis) on the molecule C3H2N2O.

Summary:
HOMO energy (spin up / spin down): -10.90 / -10.32 eV
Net charge: 0

CARTESIAN COORDINATES (ANGSTROEM)
C1 -1.28465 -0.07652 -1.01786
C2 0.96029 0.34631 -0.20838
C3 0.39525 -0.16993 1.14177
N1 -2.16761 -0.83758 -1.25660
N2 -0.22809 0.70004 -0.91250
O1 2.03551 0.60261 -0.60908
H1 -0.09357 -1.09027 0.90418
H2 0.38288 0.52534 1.95847


B.
ORCA calculation (the ωB97M-V functional and the def2-TZVPD basis) on the molecule C3H2N2O.

Summary:
HOMO energy: -9.64 eV
Net charge: 0
SMILES: C=C=C1N=[N+]1[O-]

CARTESIAN COORDINATES (ANGSTROEM)
C1 -0.59947 0.72516 -0.12769
C2 0.61294 0.46196 0.06557
C3 -1.66225 0.03909 -0.05724
N1 0.98535 -0.97499 0.02102
N2 1.89646 -0.20437 0.06028
O1 3.05079 -0.01484 -0.08373
H1 -2.33527 0.05539 -0.85274
H2 -1.94857 -0.08740 0.97452


Which structure is the least stable? The one labeled B.